Record 1
Here is one molecule with the formula C9H8OS2 from OMol25. Energies are from ωB97M-V/def2-TZVPD.

Kohn-Sham gap (spin up / spin down) in eV: 7.41 / 8.42
Energy above the lowest of the compared OMol25 structures with the same formula, charge and spin in kJ/mol: 406.5
Charge: 0
M in g/mol: 196.30
Electronic energy in a.u.: -1219.1951
F_max in hartree/bohr: 0.07600
HOMO level (spin up / spin down) in eV: -8.032 / -9.146

Last column: Mulliken charge in e.
Cartesian coordinates (Å):
C 0.721 2.163 -2.012  -0.45
C 1.042 0.864 -2.416  -0.16
C 0.115 2.405 -0.811  -0.37
C 1.075 -0.153 -1.554  -0.96
C 0.153 1.337 0.120  0.69
C 0.594 0.150 -0.319  0.24
C -0.526 1.441 1.466  0.32
C -0.542 -1.625 1.703  0.29
C -1.418 -2.617 1.022  -1.10
O -0.784 2.517 1.957  -0.54
S -1.159 -0.066 2.247  -0.10
S 0.903 -2.438 2.480  -0.19
H 0.599 2.867 -2.921  0.26
H 1.491 0.798 -3.439  0.29
H -0.407 3.446 -0.459  0.23
H 1.380 -1.160 -1.738  0.44
H -1.677 -3.472 1.597  0.39
H -0.970 -3.044 0.061  0.27
H -2.259 -2.043 0.650  0.32
H 1.669 -1.370 2.367  0.14



Record 2
Here is C2ClO10Y2 as an isolated structure from OMol25. Energies are from ωB97M-V/def2-TZVPD.

Kohn-Sham gap in eV: 4.30
Charge: +1
M in g/mol: 397.28
Electronic energy in a.u.: -1364.8150
F_max in hartree/bohr: 0.22909
HOMO level in eV: -10.747

Last column: Mulliken charge in e.
Cartesian coordinates (Å):
Y 5.242 2.602 4.399  1.66
Y 10.821 5.639 4.069  1.68
Cl 8.829 3.766 5.814  1.97
O 9.882 3.409 4.833  -0.77
O 8.959 2.909 6.969  -0.57
O 9.120 5.188 6.021  -0.70
O 7.518 3.606 5.266  -0.52
C 8.461 7.182 3.248  0.97
O 7.591 7.805 2.702  -0.57
O 9.469 7.723 3.731  -0.75
O 8.745 5.997 3.160  -0.62
C 4.420 5.010 3.076  0.92
O 3.607 4.430 3.715  -0.67
O 5.685 4.730 3.227  -0.56
O 4.162 5.850 2.323  -0.48



Record 3
Here is a 7-piece molecular cluster, C40H61F9N4O11PS2 overall from OMol25. Energies are from ωB97M-V/def2-TZVPD.

Kohn-Sham gap in eV: 7.96
Charge: +1
M in g/mol: 1040.03
Electronic energy in a.u.: -4643.6735
F_max in hartree/bohr: 0.04070
HOMO level in eV: -10.825

Last column: Mulliken charge in e.
Cartesian coordinates (Å):
C 5.647 -2.792 2.330  -1.12
C 5.637 -3.061 0.859  0.85
O 6.217 -2.363 0.072  -0.45
O 4.978 -4.179 0.444  -0.44
C 3.760 -3.925 -0.279  -0.51
C 2.620 -3.567 0.670  -0.03
C 1.247 -3.762 0.037  -0.21
C 1.056 -3.015 -1.284  -1.70
C 1.287 -1.499 -1.217  0.52
C -0.006 -0.675 -1.019  -2.25
C -0.066 0.226 0.238  0.59
S 1.087 1.597 -0.101  2.08
O 1.691 1.404 -1.382  -0.55
O 0.446 2.871 0.070  -0.72
C 2.421 1.496 1.194  0.35
F 1.788 1.731 2.364  -0.26
F 2.947 0.266 1.278  -0.16
C 3.518 2.590 1.069  0.16
F 4.291 2.414 2.164  -0.26
F 2.960 3.801 1.152  -0.15
C 4.474 2.575 -0.170  0.73
F 3.881 3.137 -1.231  -0.15
F 5.505 3.385 0.185  -0.31
C 5.135 1.223 -0.559  0.46
F 6.111 1.478 -1.429  -0.27
F 4.258 0.389 -1.124  -0.15
F 5.659 0.651 0.526  -0.23
C 0.155 -0.622 1.487  -1.39
N -1.138 -1.347 1.540  1.31
C -1.391 -2.070 2.778  -0.48
C -1.644 -3.428 2.708  0.14
C -1.852 -4.161 3.855  -1.29
C -1.802 -3.531 5.087  -0.56
C -1.570 -2.174 5.155  -1.02
C -1.365 -1.441 4.002  0.20
C -2.069 -0.532 1.009  -0.88
N -3.368 -0.690 0.971  0.40
N -4.035 -1.772 1.585  -0.93
C -4.087 -2.774 0.848  0.89
O -4.093 -3.703 0.181  -0.32
N -1.510 0.569 0.374  0.65
P -2.078 2.031 1.192  0.59
S -1.293 2.405 2.915  -0.50
H 4.652 -2.912 2.758  0.31
H 6.287 -3.502 2.848  0.35
H 5.968 -1.775 2.513  0.31
H 3.977 -3.096 -0.953  0.42
H 3.526 -4.823 -0.840  0.35
H 2.783 -2.547 1.026  -0.55
H 2.717 -4.205 1.548  0.79
H 0.489 -3.440 0.756  -0.45
H 1.084 -4.831 -0.091  0.65
H 0.070 -3.249 -1.686  0.63
H 1.765 -3.431 -2.000  0.43
H 2.028 -1.288 -0.451  -0.48
H 1.698 -1.202 -2.175  0.77
H -0.828 -1.385 -0.975  1.08
H -0.205 -0.071 -1.897  0.45
H 0.930 -1.378 1.408  -0.66
H 0.356 -0.090 2.412  1.18
H -1.675 -3.914 1.743  0.66
H -2.030 -5.221 3.762  0.46
H -1.942 -4.112 5.986  0.44
H -1.531 -1.682 6.114  0.47
H -1.168 -0.379 4.073  0.29
H -3.958 -0.011 0.508  0.28
H -3.466 1.881 1.316  0.08
H -1.902 3.064 0.272  0.07
C -4.711 4.038 4.349  -0.80
C -5.514 3.540 3.178  0.75
O -5.016 2.821 2.331  -0.54
C -6.948 3.966 3.104  -0.97
H -3.693 3.659 4.286  0.08
H -4.689 5.128 4.348  0.35
H -5.167 3.696 5.279  0.29
H -7.010 5.054 3.049  0.34
H -7.482 3.613 3.986  0.21
H -7.411 3.538 2.217  0.29
C -2.007 2.032 -3.208  -0.78
C -2.656 0.742 -3.653  0.95
O -2.740 -0.211 -2.904  -0.51
C -3.181 0.700 -5.057  -1.29
H -1.667 1.938 -2.177  -0.09
H -1.151 2.258 -3.845  0.34
H -2.722 2.853 -3.274  0.50
H -2.366 0.871 -5.758  0.28
H -3.947 1.466 -5.193  0.39
H -3.615 -0.278 -5.254  0.31
C 2.841 5.859 -1.798  -0.40
C 2.594 7.348 -1.719  0.55
O 2.552 8.036 -2.710  -0.55
C 2.402 7.931 -0.339  -1.08
H 2.963 5.569 -2.839  0.34
H 3.746 5.605 -1.248  0.17
H 1.996 5.316 -1.370  0.05
H 3.290 7.753 0.270  0.31
H 1.542 7.468 0.147  0.28
H 2.234 9.002 -0.418  0.32
C -7.889 0.191 6.184  -1.03
C -8.818 1.366 6.000  0.79
O -8.619 2.203 5.148  -0.54
C -10.005 1.448 6.925  -1.14
H -7.080 0.249 5.458  0.22
H -7.469 0.200 7.191  0.33
H -8.434 -0.742 6.038  0.34
H -9.667 1.507 7.961  0.34
H -10.632 0.564 6.809  0.34
H -10.589 2.334 6.690  0.29
C 7.273 -5.545 -4.283  -1.22
C 6.356 -4.881 -3.285  0.82
O 5.236 -5.298 -3.082  -0.54
C 6.887 -3.676 -2.549  -0.49
H 6.768 -6.393 -4.737  0.34
H 7.552 -4.834 -5.063  0.31
H 8.179 -5.893 -3.784  0.31
H 7.143 -2.888 -3.260  0.36
H 7.774 -3.946 -1.975  0.31
H 6.129 -3.313 -1.867  -0.20
C 1.267 -1.347 -7.662  -1.00
C -0.099 -0.724 -7.800  0.76
O -0.711 -0.320 -6.836  -0.49
C -0.666 -0.626 -9.193  -1.09
H 1.560 -1.357 -6.615  0.20
H 1.251 -2.371 -8.039  0.33
H 1.999 -0.773 -8.232  0.33
H -0.758 -1.621 -9.630  0.33
H -0.009 -0.024 -9.823  0.33
H -1.648 -0.161 -9.156  0.27



Record 4
Here is C24H33IrN6O4SeSi2 as an isolated structure from OMol25. Energies are from ωB97M-V/def2-TZVPD.

Kohn-Sham gap in eV: 5.22
Energy above the lowest of the compared OMol25 structures with the same formula, charge and spin in kJ/mol: 0.0
Charge: -2
M in g/mol: 796.91
Electronic energy in a.u.: -4648.7757
F_max in hartree/bohr: 0.00889
HOMO level in eV: -1.061

Last column: Mulliken charge in e.
Cartesian coordinates (Å):
Ir -0.516 0.029 -0.674  3.41
C -3.423 0.567 1.851  -0.94
Si -1.722 0.288 2.578  0.25
C -1.951 -1.174 3.767  -1.23
C -1.463 1.856 3.624  -1.24
N -0.448 0.083 1.435  -0.31
C 0.863 0.053 1.886  1.07
C 1.251 -0.045 3.230  -0.47
C 2.580 -0.005 3.643  -1.17
C 3.575 0.137 2.699  -1.35
C 3.224 0.214 1.351  -0.57
C 1.901 0.152 0.904  0.65
N 1.508 0.230 -0.436  0.35
Si 2.745 0.374 -1.641  0.36
C 4.019 -1.037 -1.617  -1.24
C 2.192 0.422 -3.426  -1.32
C 3.698 2.013 -1.479  -1.34
H -4.122 0.608 2.693  0.48
H -3.747 -0.211 1.165  0.12
H -3.474 1.521 1.318  0.20
H -2.893 -1.070 4.314  0.37
H -1.146 -1.277 4.495  0.40
H -1.994 -2.107 3.198  0.28
H -2.360 2.048 4.224  0.33
H -1.329 2.703 2.944  0.27
H -0.603 1.830 4.291  0.35
H 0.492 -0.164 3.986  0.08
H 2.818 -0.086 4.698  0.36
H 4.620 0.177 2.985  0.35
H 4.026 0.315 0.638  0.19
H 3.508 -2.001 -1.574  0.32
H 4.720 -1.009 -0.784  0.39
H 4.598 -1.005 -2.546  0.36
H 1.645 -0.456 -3.761  0.38
H 3.119 0.500 -4.006  0.39
H 1.565 1.285 -3.655  0.29
H 4.264 2.126 -0.555  0.36
H 2.987 2.843 -1.539  0.29
H 4.392 2.112 -2.321  0.39
N -0.827 -0.097 -3.799  -1.19
C -0.656 0.016 -2.653  -0.28
H -2.338 -1.357 -3.262  0.28
C -2.636 2.816 -1.993  -0.75
C -1.418 3.110 -1.197  0.25
N -0.613 2.257 -0.601  0.33
C 0.384 2.995 0.003  -0.72
C 0.180 4.314 -0.233  -0.86
N -0.967 4.375 -0.998  -0.07
H -2.822 1.748 -2.009  -0.22
H -2.518 3.156 -3.024  0.34
H -3.510 3.307 -1.558  0.35
H 1.158 2.513 0.574  0.44
H 0.722 5.192 0.071  0.46
H -1.404 5.199 -1.367  0.18
O -3.021 -1.913 -2.819  -0.61
Se -3.823 -0.933 -1.633  1.24
O -4.632 -1.981 -0.729  -0.69
O -2.662 -0.156 -0.756  -1.12
O -4.707 0.163 -2.416  -0.74
N -0.006 -7.371 -0.514  -0.70
C -0.093 -6.221 -0.551  -0.02
C -0.193 -4.793 -0.594  0.64
C -1.143 -4.121 0.179  -1.13
C -1.219 -2.742 0.135  -0.11
C -0.372 -1.963 -0.674  0.33
C 0.559 -2.674 -1.449  0.20
C 0.659 -4.052 -1.416  -1.15
H -1.824 -4.687 0.802  0.43
H -1.979 -2.248 0.727  0.32
H 1.212 -2.126 -2.116  0.29
H 1.388 -4.566 -2.031  0.42



Record 5
Here is one molecule with the formula C6H7N from OMol25. Energies are from ωB97M-V/def2-TZVPD.

Kohn-Sham gap in eV: 10.47
Energy above the lowest of the compared OMol25 structures with the same formula, charge and spin in kJ/mol: 2.6
Charge: 0
M in g/mol: 93.13
Electronic energy in a.u.: -287.5862
F_max in hartree/bohr: 0.00493
HOMO level in eV: -9.400

Last column: Mulliken charge in e.
Cartesian coordinates (Å):
C 2.178 -0.110 -0.445  -1.07
C 0.717 -0.036 -0.086  0.65
C -0.295 -0.377 -0.986  -0.47
C -1.621 -0.272 -0.582  -0.30
C -1.898 0.223 0.686  -0.40
C -0.822 0.528 1.514  -0.15
N 0.453 0.388 1.156  -0.51
H 2.336 -0.213 -1.523  0.32
H 2.655 -0.958 0.058  0.25
H 2.677 0.796 -0.093  0.31
H -0.046 -0.699 -1.994  0.28
H -2.428 -0.571 -1.248  0.37
H -2.917 0.390 1.022  0.35
H -0.989 0.912 2.519  0.36